The following is a quantum chemistry calculation of C2H3F4LiNO4S2 as an isolated structure at a distorted geometry, from the Open Molecules 2025 dataset.

```
17
Properties=species:S:1:pos:R:3:forces:R:3
N -0.729543 0.035786 0.240734 2.0 0.3 0.6
S -2.042758 1.481961 0.146392 0.6 1.6 1.6
O -1.139668 2.618103 -0.274472 -0.8 -1.4 0.1
O -2.391580 1.564295 1.592466 0.4 -0.2 -1.8
S -0.088493 -0.269888 -1.189570 0.5 0.7 -0.9
O 1.184184 0.427593 -1.481293 -1.4 -0.7 0.4
O -1.071805 -0.220930 -2.271842 0.8 -0.3 1.6
C 0.466882 -2.060520 -1.056042 -0.4 1.4 -0.2
F 1.546496 -2.131957 -0.291055 0.3 -0.3 0.2
F -0.495478 -2.800482 -0.533170 -0.2 -0.4 0.2
F 0.753536 -2.505015 -2.270079 0.2 -0.3 -0.3
Li 0.876673 2.225042 -0.669528 0.3 0.1 1.3
F 1.785026 2.205656 0.882566 -0.2 0.2 -0.8
C 0.256338 0.007642 1.578620 -2.3 -2.9 -1.6
H -0.150127 0.692161 2.334848 0.7 0.2 -0.8
H 1.308179 -0.261723 1.421141 -0.2 1.8 -0.4
H -0.067863 -1.007724 1.840285 -0.4 0.1 0.8
```
Positions in Å, forces in eV/Å.

Lowest unoccupied orbital energy (eV): 3.1
E_tot (hartree): -1637.20690
Maximum force (eV/A): 4.01
Net charge: -1
E_HOMO (eV): -5.8

***

The following is a quantum chemistry calculation of a single C25H23N5O molecule, from the Open Molecules 2025 dataset.

```
54
Properties=species:S:1:pos:R:3:forces:R:3
C -6.218655 -2.124027 0.191254 0.0 0.0 0.0
C -4.990999 -1.278401 0.045751 0.0 0.0 -0.1
C -4.888115 -0.066637 0.722779 0.0 -0.1 -0.1
C -3.759347 0.716381 0.605142 0.1 0.0 0.0
C -2.689647 0.304997 -0.189408 -0.4 -0.3 0.0
C -1.497520 1.153480 -0.294426 0.4 0.4 0.0
C -0.226173 0.586001 -0.556615 0.3 0.3 0.0
C 0.869936 1.400775 -0.647046 -0.5 -0.1 -0.2
C 2.207010 0.801406 -0.964426 0.1 0.1 0.1
O 2.531674 0.530935 -2.103503 -0.1 0.0 -0.3
N 3.027941 0.604391 0.100167 0.1 0.1 0.0
C 2.589884 0.694718 1.471822 -0.1 -0.1 0.3
C 2.110270 -0.698280 1.943555 -0.1 0.2 0.2
N 2.765114 -1.716098 1.152750 0.2 0.1 0.2
C 2.049911 -2.509038 0.320124 -0.3 -0.5 -0.2
N 2.734853 -3.255215 -0.555427 0.3 0.2 0.0
C 2.034947 -4.061273 -1.326450 -0.3 -0.1 -0.1
C 0.651493 -4.158067 -1.253960 0.0 0.0 0.0
C 0.040784 -3.346654 -0.310207 0.1 -0.2 -0.2
N 0.719184 -2.527562 0.470801 0.0 0.2 0.2
C 4.148624 -1.427736 0.857290 0.2 0.0 0.0
C 4.224494 -0.197020 -0.073049 0.2 -0.1 -0.3
C 0.706302 2.801184 -0.499239 -0.4 0.0 0.1
C 1.762639 3.725266 -0.604504 0.1 0.2 0.0
C 1.527086 5.061678 -0.432271 0.3 -0.2 0.0
C 0.233615 5.525875 -0.144366 -0.3 0.0 0.0
C -0.812733 4.653225 -0.036593 0.1 0.2 0.0
C -0.606728 3.268510 -0.214715 0.7 0.0 -0.1
N -1.662300 2.443014 -0.111555 -0.5 -0.3 0.0
C -2.794756 -0.900822 -0.877462 0.1 0.2 0.1
C -3.931831 -1.677641 -0.758785 -0.1 -0.1 0.0
H -6.270967 -2.539727 1.197700 -0.1 -0.1 0.0
H -6.214553 -2.945993 -0.520226 -0.1 -0.1 0.0
H -7.114951 -1.526668 0.032684 -0.1 0.0 0.0
H -5.707761 0.261790 1.346275 -0.1 0.0 0.1
H -3.681234 1.658198 1.125534 0.0 0.1 0.0
H -0.118346 -0.483141 -0.646270 0.0 -0.1 0.0
H 3.442620 1.031820 2.069608 -0.1 0.0 0.0
H 1.790986 1.429675 1.567800 0.1 0.0 0.1
H 1.034717 -0.814555 1.805808 0.2 0.1 0.1
H 2.353882 -0.844724 3.001713 -0.1 0.1 0.0
H 2.611777 -4.648395 -2.030264 0.0 -0.1 -0.1
H 0.089268 -4.817976 -1.891872 -0.1 -0.1 -0.1
H -1.033372 -3.336600 -0.166947 -0.1 -0.1 -0.1
H 4.590343 -2.299072 0.376935 0.1 0.2 0.1
H 4.658741 -1.233806 1.805020 0.0 0.0 0.0
H 5.111546 0.405115 0.150402 0.0 -0.1 0.0
H 4.252493 -0.500329 -1.121783 0.1 0.0 0.2
H 2.753459 3.360204 -0.834816 0.1 0.0 0.0
H 2.337029 5.770795 -0.519351 0.1 0.0 0.0
H 0.072087 6.585865 -0.012795 0.0 0.1 0.0
H -1.814874 4.990648 0.176616 -0.1 0.0 0.0
H -1.999297 -1.222745 -1.533150 0.1 0.0 -0.1
H -4.000576 -2.607758 -1.306052 0.0 -0.1 -0.1
```
Positions in Å, forces in eV/Å.

Lowest unoccupied orbital energy (eV): 0.1
E_tot (hartree): -1315.54391
SMILES: Cc1ccc(-c2cc(C(=O)N3CCN(c4ncccn4)CC3)c3ccccc3n2)cc1
Maximum force (eV/A): 0.72
E_HOMO (eV): -8.3

***

The following is a quantum chemistry calculation of C29H27BrClFeGeIN4O2Se5 as an isolated structure at a distorted geometry, from the Open Molecules 2025 dataset.

```
72
Properties=species:S:1:pos:R:3:forces:R:3
Fe -0.084410 -0.035095 -0.193775 0.9 -0.7 0.2
Se -1.431975 -2.090420 0.177041 0.2 0.7 0.9
Se -1.238015 -4.317144 0.614635 0.3 -0.5 -0.2
Se -4.452905 -3.178242 -1.782942 -0.6 -1.0 -0.6
Se -3.275327 -1.406547 -1.115402 -0.5 1.2 -0.2
Cl 3.365802 -0.278207 5.703546 0.0 0.0 0.0
C 2.846302 -0.514742 4.047741 -0.2 0.1 0.1
C 3.635966 -1.212910 3.183883 0.0 -0.1 -0.3
C 3.256328 -1.407940 1.842265 0.1 0.1 0.3
I 4.522027 -2.409926 0.547765 0.1 -0.1 -0.1
C 2.053812 -0.923729 1.332157 -0.3 0.0 0.0
O 1.653596 -1.039044 0.123212 0.0 0.4 0.1
C 1.229909 -0.204249 2.287981 -0.1 0.0 -0.3
N 0.057369 0.265570 1.781812 0.2 0.1 -0.3
C -0.733413 0.999437 2.520082 0.0 -0.1 0.4
C -0.409569 1.311643 3.861482 -0.2 -0.1 -0.3
C 0.742297 0.825296 4.402647 0.2 -0.1 0.0
C 1.613009 0.033787 3.612796 0.0 0.0 0.3
H 4.576837 -1.616382 3.533719 0.0 0.0 0.0
H -1.646604 1.337230 2.046346 0.0 0.0 0.1
H -1.088582 1.923310 4.439659 0.0 0.0 0.0
H 1.011609 1.043921 5.427486 0.0 0.0 0.0
Br 2.722313 6.055649 5.560379 -0.1 0.0 -0.2
C 2.079532 6.300477 3.779665 0.1 0.1 0.0
C 2.858216 6.977900 2.850525 0.0 -0.1 0.2
C 2.371300 7.180051 1.576656 -0.3 -0.1 -0.4
C 1.102525 6.709266 1.161189 1.1 -0.9 1.1
C 0.348598 6.012334 2.137389 0.0 0.2 -0.4
C 0.830288 5.823441 3.421233 -0.1 0.0 0.1
N 0.712968 7.052788 -0.108204 -2.6 0.1 -0.9
N -0.363658 6.515763 -0.664498 2.1 -0.4 0.3
C -0.570758 5.146516 -0.620061 0.0 0.5 0.2
C -1.899953 4.732325 -0.721340 -0.7 -0.7 0.0
C -2.315559 3.405438 -0.620607 -0.6 1.2 -0.1
C -1.394236 2.372955 -0.467727 -0.4 -2.0 0.3
O -1.703024 1.119849 -0.326373 0.5 1.9 -0.3
C -0.015257 2.761956 -0.472064 1.1 0.1 0.0
N 0.857087 1.716071 -0.388835 -0.4 0.2 0.0
C 2.148796 1.935433 -0.412675 0.2 0.1 -0.1
C 2.672592 3.230138 -0.565385 -0.1 -0.1 0.0
C 1.817538 4.294181 -0.645710 -0.1 0.2 0.0
C 0.418224 4.101895 -0.561281 0.4 -0.2 0.3
H 3.840893 7.339613 3.125237 0.0 0.0 0.0
H 2.965616 7.715165 0.844873 0.0 0.0 0.0
H -0.633822 5.635774 1.890214 0.0 -0.1 0.0
H 0.229967 5.286426 4.145317 0.0 0.0 0.0
H -2.638064 5.520569 -0.821662 0.0 -0.1 0.0
H -3.369757 3.156026 -0.649576 0.1 0.0 0.0
H 2.789262 1.063672 -0.331462 0.0 0.0 0.0
H 3.744114 3.369126 -0.614636 0.0 0.0 0.0
H 2.203428 5.293190 -0.790083 0.0 0.0 0.1
C -1.891388 -2.193344 -6.570622 -0.1 -0.1 -0.1
Ge -0.868105 -0.872587 -5.560331 -0.2 -0.2 0.2
C -1.762735 0.854631 -5.634066 -0.1 0.2 0.0
C 0.911988 -0.701276 -6.336573 0.2 0.1 -0.1
C -0.841149 -1.403706 -3.685865 0.1 -0.1 0.0
Se 0.253010 -0.205934 -2.616412 -0.1 0.0 -0.3
C 1.880878 -1.245224 -2.782381 0.0 0.0 0.1
H -1.991424 -1.895787 -7.616889 0.0 0.0 0.0
H -2.889151 -2.294760 -6.140900 0.0 0.0 0.0
H -1.405529 -3.169906 -6.533044 0.0 0.0 0.0
H -1.775818 1.261432 -6.646990 0.0 0.0 0.0
H -1.250924 1.562299 -4.979766 0.0 0.0 0.0
H -2.791363 0.757089 -5.282502 0.0 0.0 0.0
H 0.826291 -0.320943 -7.356915 0.0 0.0 0.0
H 1.433035 -1.659615 -6.370433 0.0 0.0 0.0
H 1.510826 0.004309 -5.758397 0.0 0.0 0.0
H -0.500014 -2.420710 -3.495022 -0.1 0.0 0.0
H -1.861906 -1.324118 -3.309836 -0.1 -0.1 0.2
H 2.063751 -1.428233 -3.839074 0.0 0.0 0.0
H 1.761782 -2.172969 -2.228915 0.0 0.0 0.0
H 2.695765 -0.677633 -2.343051 0.0 0.0 0.0
```
Positions in Å, forces in eV/Å.

Lowest unoccupied orbital energy (spin up / spin down) (eV): 2.7 / 2.6
E_tot (hartree): -20170.57291
Maximum force (eV/A): 2.71
Net charge: -2
E_HOMO (spin up / spin down) (eV): 0.0 / 0.1

***

The following is a quantum chemistry calculation of a single C7H7Cl2NO molecule at a distorted geometry, from the Open Molecules 2025 dataset.

```
18
Properties=species:S:1:pos:R:3:forces:R:3
C -2.202075 -1.308554 1.442829 -0.4 -1.2 -0.4
O -2.118360 -0.164509 0.627254 0.0 0.4 -0.3
C -0.842602 0.198605 0.310867 0.6 -0.1 -0.5
C -0.314559 -0.183516 -0.928082 -0.2 0.3 0.4
C 0.970178 0.193799 -1.330487 -0.3 -0.2 0.1
N 1.442789 -0.148399 -2.582207 -1.5 0.0 0.2
C 1.721773 0.953185 -0.435586 0.3 0.3 0.4
Cl 3.348271 1.427338 -0.872184 -0.2 -0.1 0.0
C 1.228580 1.337285 0.804401 -0.3 0.0 0.1
C -0.058995 0.963620 1.180927 0.2 -0.1 -0.5
Cl -0.689345 1.467755 2.707441 0.0 0.0 0.1
H -3.274462 -1.517846 1.582336 0.4 0.2 0.1
H -1.754898 -2.197881 0.925832 -0.2 0.7 0.4
H -1.723093 -1.146087 2.400934 0.1 -0.1 0.2
H -0.942990 -0.749467 -1.613044 0.1 0.1 0.2
H 0.986082 -0.925084 -3.024758 -0.1 0.0 0.0
H 2.409662 -0.133655 -2.703417 1.6 0.1 -0.2
H 1.814044 1.933410 1.506945 0.0 -0.2 -0.4
```
Positions in Å, forces in eV/Å.

Lowest unoccupied orbital energy (eV): 0.8
E_tot (hartree): -1321.31857
SMILES: COc1cc(N)c(Cl)cc1Cl
Maximum force (eV/A): 1.63
E_HOMO (eV): -8.3